# 1
18
Properties=species:S:1:pos:R:3:forces:R:3:lowdin_charge:R:1 method="wB97M-V/def2-TZVPD" fmax_ha_per_bohr=0.0733 homo_energy_ev="-11.24 / -13.29" relative_energy_kj_mol=651.0 total_charge=+1 homo_lumo_gap_ev="5.873 / 9.646"
C -0.80739 1.01977 0.23678 1.54 0.02 -0.24 0.231
C -1.73912 0.14980 0.01915 -1.01 1.36 0.80 -0.396
C -3.15317 0.75722 -0.19670 0.36 -2.29 -1.18 -0.025
C -1.60154 -1.31890 0.01223 -1.54 -1.61 1.32 -0.057
C 2.17774 -0.03586 -0.30727 0.01 -2.23 3.04 0.002
N 3.62526 0.39403 0.14100 1.20 1.52 -1.65 0.044
H -0.29080 1.97182 0.30934 -0.60 -0.43 -0.04 0.059
H -3.24577 1.78579 -0.11910 0.55 2.16 -0.47 0.055
H -3.48952 0.35562 -1.17217 0.15 0.60 0.25 0.104
H -3.91980 0.46816 0.47858 -0.26 -1.13 1.10 0.077
H -2.19483 -1.77550 -0.77536 0.00 0.11 -0.24 0.091
H -1.95855 -1.85426 0.95820 0.04 1.24 -0.95 0.129
H -0.61679 -1.67284 -0.04683 1.56 -0.14 -0.46 0.038
H 1.85329 -1.10473 0.09330 1.08 2.58 -0.72 0.084
H 2.12947 0.08500 -1.34257 -0.14 0.26 -1.47 0.009
H 3.90002 1.25142 -0.53165 -0.72 -2.33 1.98 0.206
H 4.37206 -0.35154 -0.07548 -1.39 1.17 0.52 0.176
H 3.80738 0.75673 1.13225 -0.81 -0.86 -1.57 0.175



# 2
12
Properties=species:S:1:pos:R:3:forces:R:3:lowdin_charge:R:1 method="wB97M-V/def2-TZVPD" fmax_ha_per_bohr=0.0875 homo_energy_ev=-10.17 relative_energy_kj_mol=375.7 homo_lumo_gap_ev=9.937
C -1.56918 0.36185 0.48886 2.89 3.32 -0.93 -0.130
C -0.38541 -0.35183 -0.13686 1.64 -2.16 -2.95 -0.288
O -0.08477 0.10797 -2.14207 -0.30 -0.71 3.28 -0.253
Si 1.44730 -0.08001 0.45662 -1.90 -0.88 0.41 -0.640
Cl 2.94921 -1.27958 -0.27358 -0.65 0.49 -0.03 0.313
Cl 1.53082 1.83558 -0.01449 0.96 1.27 0.14 0.422
Cl 1.39857 -0.51777 2.51434 0.10 0.39 -0.90 0.262
H -1.21814 0.66961 1.52609 -0.79 -0.17 -1.19 0.082
H -2.44191 -0.17576 0.49648 -1.88 -1.65 0.19 0.032
H -1.82597 1.31222 -0.14712 0.79 -1.49 1.30 0.131
H -0.49784 -1.45776 -0.37150 -0.36 1.43 0.30 0.090
H 0.69730 -0.42451 -2.39678 -0.51 0.17 0.37 -0.022



# 3
85
Properties=species:S:1:pos:R:3:forces:R:3:mulliken_spin:R:1 method="wB97M-V/def2-TZVPD" fmax_ha_per_bohr=0.0455 homo_energy_ev="-12.17 / -12.11" multiplicity=2 total_charge=+1 homo_lumo_gap_ev="6.632 / 6.494"
C 6.58991 3.26219 1.25441 -1.18 -0.16 -0.08 0.000
C 5.47380 2.42277 0.56852 1.11 0.34 -0.02 0.000
C 5.90295 0.93444 0.37269 -0.94 0.92 0.55 0.000
C 5.04596 0.02012 1.28020 0.56 -1.28 -0.30 0.000
C 4.75139 -1.37597 0.61595 -0.73 1.89 -0.44 0.000
C 3.28899 -1.34595 0.05539 0.67 -1.86 0.07 0.000
C 2.35593 -2.18093 0.94833 -0.38 0.87 0.34 0.010
C 1.98664 -1.49152 2.28445 -0.07 -0.89 0.06 0.005
C 0.96877 -2.40028 3.04608 0.52 0.52 0.39 -0.004
C -0.34796 -1.70086 3.45504 0.84 0.21 -0.11 -0.002
C -1.05429 -0.89972 2.33658 -0.03 -0.57 -0.18 0.000
C -2.21389 -1.67287 1.60051 0.80 1.24 0.89 -0.012
C -2.80880 -0.66724 0.59320 -0.16 -0.74 -0.32 0.020
O -3.33768 0.43714 1.33566 0.61 0.08 -0.56 0.004
C -3.47090 1.59830 0.59623 -0.95 1.03 -0.29 0.000
I -4.45538 2.99300 1.97934 0.13 -0.42 0.16 0.000
C -4.36145 1.53064 -0.66472 0.53 -0.31 -0.49 0.000
C -3.54403 1.16474 -1.92943 0.06 0.84 -0.04 0.001
C -3.00543 2.44030 -2.63810 -0.91 -1.17 -0.08 0.000
N -2.53047 2.07156 -3.97017 0.73 1.32 0.76 0.000
C -1.07229 1.95392 -3.91034 -0.03 -0.68 -1.75 0.000
C -0.59489 0.53154 -3.67428 0.32 1.14 0.89 -0.001
C -1.20346 -0.56407 -4.25251 -0.29 0.34 -0.27 0.001
C -0.69674 -1.82332 -4.03928 -0.56 -1.11 -0.62 -0.004
C 0.41111 -2.03609 -3.25599 0.42 0.09 0.37 0.005
C 1.00467 -0.94994 -2.64200 0.68 -0.45 0.30 -0.004
C 0.50462 0.31118 -2.84607 -0.40 -0.05 -0.13 0.006
O 1.13899 1.38840 -2.18358 -0.57 0.88 0.50 0.000
C -2.06609 2.23878 0.25377 1.18 0.38 1.98 0.001
C -2.11032 3.78530 0.21414 -1.22 0.59 -0.79 0.001
O -2.76342 4.45639 -0.52525 0.74 -0.54 0.61 0.000
F -1.26841 4.42894 1.09109 0.01 -0.91 -0.26 0.000
N -3.12242 -2.14746 2.62318 -0.16 -0.35 -1.12 0.007
C -4.50280 -2.32314 2.19493 -0.51 -0.33 1.06 0.000
C -4.68247 -3.35658 1.07803 -0.07 -0.04 -0.40 -0.001
O -5.05935 -3.12102 -0.02744 0.29 -0.03 0.71 0.000
Br -4.28832 -5.20341 1.61603 -0.17 0.58 -0.07 0.002
C -1.49598 -2.81431 0.85481 -0.88 0.54 -0.68 0.002
O -1.32651 -3.93642 1.27426 0.35 0.07 -0.32 0.243
O -1.04479 -2.57179 -0.36292 -0.18 -0.40 1.15 0.742
H 6.13858 4.22441 1.52920 0.46 0.00 -0.07 0.000
H 7.44485 3.41313 0.59217 -0.01 -0.04 0.24 0.000
H 6.86965 2.75814 2.18717 0.25 0.15 -0.23 0.000
H 4.58429 2.53625 1.20143 0.03 -0.35 -0.21 0.000
H 5.24180 2.87317 -0.40642 -0.02 -0.04 0.20 0.000
H 6.96305 0.84709 0.63511 -0.16 -0.14 -0.15 0.000
H 5.79969 0.69385 -0.69192 -0.06 -0.26 0.24 0.000
H 4.07829 0.48174 1.50528 0.26 0.07 0.05 0.000
H 5.56423 -0.15505 2.23172 -0.11 0.28 -0.10 0.000
H 4.89857 -2.20546 1.31023 -0.01 0.02 -0.23 0.000
H 5.40270 -1.45067 -0.26080 0.21 -0.39 0.42 0.000
H 3.32064 -1.85841 -0.91976 -0.08 0.27 0.14 0.000
H 2.93056 -0.32197 -0.11113 0.07 -0.12 0.12 0.000
H 2.82603 -3.13903 1.20787 0.03 0.18 -0.23 0.000
H 1.42022 -2.44643 0.43303 0.17 0.18 -0.03 -0.021
H 1.60401 -0.47214 2.13158 0.03 -0.19 -0.08 0.000
H 2.88175 -1.39025 2.91275 -0.09 0.12 -0.24 0.000
H 0.82739 -3.32577 2.48005 -0.28 0.21 0.05 -0.001
H 1.45892 -2.69911 3.98324 -0.25 -0.11 -0.17 0.000
H -0.07268 -0.97254 4.23204 -0.10 -0.16 -0.13 -0.001
H -0.98834 -2.43821 3.94935 -0.16 0.20 -0.28 0.000
H -1.42546 0.03357 2.77613 -0.37 -0.26 -0.24 0.002
H -0.36163 -0.59968 1.53249 0.11 -0.12 0.36 -0.002
H -3.61248 -1.08350 -0.03031 0.18 -0.09 0.17 0.008
H -1.99729 -0.39080 -0.10024 -0.12 0.16 0.30 -0.004
H -5.19934 0.83752 -0.53277 0.26 0.03 0.33 0.000
H -4.80765 2.51635 -0.83499 0.09 -0.18 0.10 0.000
H -2.68234 0.52060 -1.71454 -0.37 -0.13 -0.13 0.002
H -4.15775 0.64299 -2.66972 0.04 0.06 0.22 0.000
H -2.17047 2.89275 -2.07157 -0.39 0.05 -0.34 0.000
H -3.80666 3.18806 -2.67170 0.18 -0.14 -0.18 0.000
H -2.75773 2.86170 -4.56546 0.10 -0.24 -0.26 0.000
H -0.68283 2.24575 -4.89900 0.01 0.01 0.25 0.000
H -0.59861 2.66080 -3.19922 -0.15 -0.04 0.03 0.000
H -2.07908 -0.41698 -4.87858 0.13 0.00 0.10 0.000
H -1.18814 -2.66696 -4.51865 0.09 0.10 0.09 0.000
H 0.84959 -3.01289 -3.08113 -0.28 0.01 -0.16 0.001
H 1.88149 -1.11912 -2.02137 -0.23 0.28 -0.09 -0.002
H 0.93777 1.27926 -1.24365 0.64 -0.67 0.12 0.000
H -1.59903 1.77089 -0.64561 -0.50 0.15 0.16 -0.005
H -1.40851 1.97182 1.09869 -0.28 0.03 -0.08 -0.001
H -3.05863 -1.57326 3.45145 -0.11 -0.08 0.02 0.002
H -5.03085 -1.38368 1.96458 0.24 -0.25 -0.53 0.001
H -5.04604 -2.74183 3.05581 0.14 0.03 -0.19 0.000
Cu -0.18764 3.22715 -0.93351 0.27 -0.17 -0.87 0.000



# 4
27
Properties=species:S:1:pos:R:3:forces:R:3:mulliken_spin:R:1 method="wB97M-V/def2-TZVPD" fmax_ha_per_bohr=0.0523 homo_energy_ev="-24.82 / -24.88" multiplicity=5 total_charge=+4 homo_lumo_gap_ev="8.685 / 6.319"
Ru 9.31808 5.58239 8.32340 0.04 0.56 -1.37 2.554
N 11.63568 5.44294 8.04278 -1.54 -0.71 0.64 -0.010
N 12.13706 4.66695 9.11975 -0.64 0.16 0.32 0.002
C 11.41232 4.47604 10.22580 0.79 -0.36 -0.34 -0.010
N 11.93971 4.02427 11.32193 0.41 0.86 -1.11 0.063
S 9.67048 4.71836 10.23751 -0.01 -0.44 0.95 0.425
H 11.92925 5.09246 7.12178 0.30 -0.11 0.47 0.002
H 11.91502 6.39746 8.17558 0.73 0.79 -0.21 0.000
H 13.12092 4.47911 9.21154 0.80 0.07 -0.56 0.000
H 12.88714 4.13719 11.62084 1.31 -0.20 -0.38 -0.003
H 11.38413 3.90304 12.10527 -1.75 -0.62 1.95 -0.002
C 6.41066 3.84545 8.26760 1.28 -0.65 0.74 0.036
Se 6.92541 5.58147 8.90542 -1.04 1.46 -0.70 -0.024
C 5.97892 6.82684 7.51973 -0.93 -0.89 0.69 0.018
C 6.26087 6.67118 6.03073 1.03 0.91 1.31 -0.016
Se 8.23453 6.60725 5.93094 0.96 -0.20 -1.13 0.898
C 9.05676 6.46366 4.09570 1.88 -0.40 0.93 -0.008
H 6.81674 3.76342 7.30505 0.04 -0.15 -1.74 -0.003
H 5.35224 3.68343 8.30658 -0.57 -0.06 0.33 0.002
H 7.04391 3.15638 8.83872 -0.77 -0.15 0.37 -0.003
H 6.19791 7.81075 7.90408 0.07 0.36 0.10 0.003
H 4.90078 6.59285 7.74784 0.88 0.23 -0.27 -0.004
H 5.95423 7.51434 5.41963 -0.10 0.52 0.03 0.006
H 5.87588 5.81370 5.56651 -0.41 -1.62 -0.65 0.025
H 8.43899 7.03304 3.45799 -0.87 0.48 -0.90 0.000
H 9.16821 5.38660 3.84278 -0.53 0.43 0.19 0.037
H 10.10944 6.89717 4.13160 -1.34 -0.26 0.36 0.011



# 5
14
Properties=species:S:1:pos:R:3:forces:R:3:lowdin_charge:R:1 method="wB97M-V/def2-TZVPD" fmax_ha_per_bohr=0.1234 homo_energy_ev=-15.03 relative_energy_kj_mol=287.9 total_charge=+1 homo_lumo_gap_ev=11.405
C -0.02677 1.74716 0.65135 -2.03 3.29 2.57 -0.202
O 1.04843 0.99796 0.30380 6.26 -0.32 -0.96 -0.256
H 2.06625 1.31057 0.26509 -3.99 -0.14 0.51 0.219
H 0.17451 2.99359 0.82347 -0.70 -3.84 -0.47 0.179
H -0.79734 1.56772 -0.11068 0.03 0.78 -0.16 0.064
H -0.49524 1.22807 1.58058 0.78 1.55 -0.95 0.109
C -1.20881 -1.66844 -0.43811 -2.43 4.20 -1.73 -0.047
N 0.19321 -1.11422 -0.47885 -0.85 1.93 1.55 0.062
H 0.56672 -0.82281 0.52718 -0.66 -1.03 -2.61 0.192
H 0.79144 -1.81731 -0.91270 0.35 0.61 -0.19 0.156
H 0.17127 -0.09558 -0.93942 0.75 -3.08 0.82 0.184
H -1.85983 -0.97411 0.25918 1.48 -2.20 -0.63 0.135
H -1.22915 -2.73067 -0.41225 -0.17 -0.63 0.74 0.077
H -1.71501 -1.31595 -1.43832 1.17 -1.13 1.51 0.129



# 6
61
Properties=species:S:1:pos:R:3:forces:R:3:lowdin_charge:R:1 method="wB97M-V/def2-TZVPD" fmax_ha_per_bohr=0.0665 homo_energy_ev="-13.29 / -13.29" relative_energy_kj_mol=40.3 total_charge=+2 homo_lumo_gap_ev="5.285 / 5.284"
Ta 0.52072 1.80833 -1.20665 1.67 2.85 0.90 0.785
C -1.51326 2.88771 4.58274 -0.50 -0.28 0.27 -0.066
C -1.17047 1.48625 4.06042 -0.03 0.57 0.13 -0.249
N -1.77753 1.20075 2.76999 -0.72 -0.22 -0.22 0.016
C -1.24909 1.45777 1.56527 -0.52 -0.33 0.31 -0.740
S 0.27845 2.24270 1.33975 0.56 -0.51 -0.73 0.506
N -2.00569 1.06424 0.55414 -0.08 0.03 -1.36 0.016
N -1.42848 1.16758 -0.66918 -2.70 -1.89 -0.91 -0.262
C -2.20326 0.82124 -1.73318 -0.08 0.66 2.21 -0.291
C -3.68101 0.50453 -1.65077 0.64 -0.72 -0.30 0.010
C -1.52239 0.75600 -2.98366 2.18 -0.18 -1.27 -0.234
C -2.08590 0.52490 -4.23912 -0.68 -0.24 0.17 0.028
C -1.28777 0.12291 -5.30230 0.67 0.89 0.37 0.029
C 0.12955 0.11829 -5.16612 -0.77 -0.36 0.70 0.016
C 0.68548 0.39496 -3.91831 -2.21 0.72 -1.25 -0.174
N -0.13162 0.82303 -2.91411 -0.94 -1.56 0.23 -0.159
H -1.10278 2.97128 5.59463 -0.14 0.15 -0.14 0.085
H -2.62073 2.98026 4.64633 0.72 0.04 0.04 0.093
H -1.13060 3.72012 3.97928 0.00 -0.37 -0.04 0.034
H -1.45029 0.73668 4.80589 -0.42 0.01 -0.35 0.128
H -0.11945 1.31694 3.92836 0.76 0.28 0.00 0.084
H -2.75862 0.86940 2.75705 1.00 0.27 -0.12 0.175
H -3.93464 0.09398 -0.66810 0.05 0.31 -0.21 0.086
H -3.94646 -0.26208 -2.42131 0.18 0.72 0.60 0.104
H -4.23436 1.42402 -1.84538 -0.23 -0.05 0.11 0.106
H -3.16905 0.66450 -4.34633 0.52 -0.42 -0.06 0.140
H -1.76689 -0.10689 -6.25109 0.26 0.07 0.10 0.135
H 0.73397 -0.08695 -6.03331 0.25 -0.27 0.08 0.124
H 1.72731 0.42415 -3.71252 0.61 -0.14 -0.04 0.035
I 3.35781 3.70973 1.09789 -0.52 1.48 1.24 0.659
C 2.49492 5.19545 2.53308 -0.53 -0.44 -1.13 -0.974
I 0.52873 6.02184 2.12930 0.52 -0.46 -0.17 0.716
H 3.11500 6.06672 2.48477 0.53 0.06 0.23 -0.052
H 2.40984 4.70372 3.48330 0.26 -0.05 0.27 -0.043
Se 3.05214 1.74268 -1.46106 -0.35 -0.13 -0.60 -0.005
Se 2.18345 3.03438 -3.23948 -0.75 1.17 1.69 0.137
Te 0.93038 5.22820 -1.87383 0.99 -1.21 -0.40 0.476
Se -1.14023 3.94179 -1.58493 0.53 -1.02 -0.14 -0.003
C 2.26896 -2.00464 -1.54894 -0.52 0.64 -0.39 -0.251
As 1.30421 -0.77549 -0.32301 -1.24 -2.04 0.56 1.066
C 2.13043 -0.97521 1.45363 0.12 0.63 -0.47 -0.250
C -0.28436 -2.04887 0.03446 0.03 2.13 -0.79 -0.285
C 0.17819 -3.34496 0.54367 -0.50 -0.90 0.28 -0.338
C 0.38193 -4.38360 -0.37930 0.34 0.17 -0.05 -0.063
C 0.92603 -5.59430 0.05460 -0.16 0.03 0.44 -0.060
C 1.12077 -5.83351 1.41895 -0.39 1.44 0.07 -0.046
C 0.80276 -4.82287 2.35857 0.11 -0.43 -1.15 -0.054
C 0.32961 -3.59344 1.92677 0.01 -0.08 -0.62 -0.062
H 2.84685 -2.76199 -1.01965 -0.10 0.21 0.11 0.050
H 2.90087 -1.40526 -2.20365 0.16 -0.18 0.04 0.002
H 1.49144 -2.50498 -2.15948 0.46 0.29 0.34 0.033
H 2.61776 -1.94745 1.56553 -0.06 0.22 -0.27 0.052
H 1.35124 -0.88242 2.22057 0.21 0.18 -0.32 0.031
H 2.83909 -0.14793 1.50482 0.11 -0.17 0.49 0.015
H -0.75971 -2.10743 -0.96124 0.01 -0.13 0.49 0.075
H -0.91385 -1.43214 0.69663 0.05 -0.53 -0.09 0.063
H 0.11255 -4.22903 -1.45020 0.40 -0.16 0.94 0.122
H 1.19722 -6.35521 -0.66247 -0.19 -0.12 -0.05 0.109
H 1.48222 -6.77417 1.77637 0.23 -0.39 0.01 0.104
H 0.94270 -4.99885 3.40446 -0.04 -0.17 0.42 0.104
H 0.01592 -2.84736 2.65748 0.22 -0.06 -0.20 0.112



# 7
45
Properties=species:S:1:pos:R:3:forces:R:3:lowdin_charge:R:1 method="wB97M-V/def2-TZVPD" fmax_ha_per_bohr=0.0109 homo_energy_ev=-11.34 total_charge=+1 homo_lumo_gap_ev=7.202
Ir 0.30229 0.34750 -0.61310 0.20 -0.22 0.47 1.474
C 3.40027 -0.75302 0.77834 0.01 0.00 0.01 -0.003
C 2.44334 -1.76465 0.23737 0.02 -0.07 -0.12 -0.279
C 2.65578 -3.13624 0.29415 0.01 0.04 0.00 -0.014
C 1.70861 -4.00427 -0.23714 0.01 -0.04 0.00 -0.024
C 0.54299 -3.54654 -0.83639 -0.01 0.01 -0.09 0.013
C 0.38859 -2.17238 -0.89002 -0.07 -0.02 -0.03 -0.408
N 1.32654 -1.35816 -0.36495 -0.09 0.09 0.30 -0.040
N -0.58035 -1.30057 -1.31202 0.24 0.27 -0.29 -0.194
Si -2.10591 -1.59386 -2.16873 -0.11 -0.04 0.06 0.427
C -2.75003 0.09330 -2.64949 0.01 0.01 0.00 -0.165
C -1.69367 -2.64000 -3.65405 -0.05 0.02 0.01 -0.164
C -3.28548 -2.47664 -1.02908 0.02 0.01 0.00 -0.168
H 4.32792 -0.77621 0.20538 0.00 0.00 0.00 0.100
H 3.64770 -0.98015 1.81478 0.00 0.00 0.00 0.097
H 2.98915 0.25265 0.71889 0.00 0.00 0.00 0.064
H 3.55456 -3.51412 0.75934 0.00 0.00 0.00 0.123
H 1.88220 -5.07064 -0.17294 -0.01 0.00 0.00 0.122
H -0.20545 -4.21780 -1.22948 0.00 0.00 0.00 0.113
H -2.14556 0.90967 -2.24592 0.00 -0.01 0.01 0.001
H -3.76841 0.23861 -2.28596 -0.01 0.00 -0.01 0.037
H -2.76522 0.21135 -3.73412 0.00 0.00 0.00 0.038
H -0.93848 -2.16129 -4.27976 0.00 0.00 0.00 0.040
H -2.58969 -2.77964 -4.26384 0.00 0.00 0.00 0.043
H -1.33296 -3.63331 -3.38206 0.01 0.00 0.00 0.026
H -3.46981 -1.89202 -0.12548 0.00 0.00 0.00 0.035
H -2.90760 -3.45543 -0.72641 0.01 0.00 0.01 0.029
H -4.24725 -2.63554 -1.52205 0.00 0.00 -0.01 0.041
C 0.02422 1.06137 3.57078 -0.01 0.03 0.00 0.020
C 0.18190 1.44533 2.13201 -0.03 -0.11 -0.01 -0.306
O 0.15223 0.44927 1.34684 0.04 0.12 -0.05 -0.124
C 0.33301 2.80050 1.72774 -0.01 0.04 -0.01 -0.103
C 0.23883 3.83462 2.69556 0.01 -0.03 -0.01 -0.011
C 0.35137 5.14691 2.34020 0.00 0.01 -0.01 -0.055
C 0.57475 5.47529 0.99202 0.00 0.02 0.01 -0.029
C 0.68472 4.50298 0.03200 0.02 -0.04 -0.02 0.012
C 0.56675 3.14644 0.37569 0.02 0.13 0.06 -0.311
O 0.71002 2.26842 -0.59862 -0.23 -0.20 -0.30 -0.249
H 0.01620 -0.02085 3.65669 0.00 0.00 0.00 0.097
H -0.91595 1.45671 3.95852 0.00 0.00 0.00 0.110
H 0.83296 1.47658 4.17093 0.01 -0.01 0.00 0.105
H 0.06474 3.57718 3.73039 0.00 0.00 0.00 0.115
H 0.26934 5.92625 3.08378 0.00 0.00 0.00 0.115
H 0.66515 6.51513 0.70562 0.00 0.00 0.00 0.121
H 0.86566 4.74721 -1.00538 0.00 -0.01 0.00 0.128